Computed, not measured: a molecular structure, C2HFS at a distorted geometry, with wB97M-V/def2-TZVPD.

Summary:
Multiplicity: 1
Kohn-Sham gap (alpha / beta): 7.4 / 7.7 eV
E_tot: -15634.403 eV
Lowest unoccupied orbital energy (alpha / beta): -2.93 / -2.95 eV
ΔE to the lowest compared entry with this formula, charge and spin: 10.80 kcal/mol

Element x y z (Å)
C (0.298, -0.729, 0.783)
C (0.683, -1.326, 1.704)
F (1.167, 1.452, -1.702)
S (-0.397, 0.911, -1.424)
H (-0.077, -0.366, -0.205)

Forces on the atoms, in the same order (eV/Å):
-1.81 2.19 -4.34
1.62 -2.34 3.95
-1.98 -0.77 0.41
1.56 1.86 -1.53
0.60 -0.95 1.50

=====

Computed, not measured: a molecular structure, C2HMgO2Rb at a distorted geometry, with wB97M-V/def2-TZVPD.

Summary:
Multiplicity: 1
Kohn-Sham gap (alpha / beta): 5.2 / 8.0 eV
E_tot: -12265.217 eV
Lowest unoccupied orbital energy (alpha / beta): -10.48 / -8.17 eV
Total charge: +2

Element x y z (Å)
O (0.126, -1.863, -0.078)
C (-0.591, -1.579, 0.784)
Mg (2.408, -1.297, 0.190)
Rb (1.814, 1.067, -2.455)
H (-1.104, -1.423, 1.707)
C (-1.042, 2.148, -0.359)
O (-1.611, 2.947, 0.210)

Forces on the atoms, in the same order (eV/Å):
1.19 0.57 0.08
-1.92 -0.96 -0.56
0.53 -0.55 0.26
-0.11 0.51 -0.57
0.22 0.43 0.81
-0.90 1.48 1.04
0.98 -1.49 -1.07

=====

Computed, not measured: 2 unconnected molecules or ions with the total composition C2HN2O2 at a distorted geometry, with wB97M-V/def2-TZVPD.

Summary:
Multiplicity: 1
Kohn-Sham gap (alpha / beta): 6.5 / 7.8 eV
E_tot: -9159.772 eV
Lowest unoccupied orbital energy (alpha / beta): 3.56 / 3.98 eV
ΔE to the lowest compared entry with this formula, charge and spin: 149.17 kcal/mol
Total charge: -1

Element x y z (Å)
C (-0.112, -0.056, -0.190)
C (-1.427, 0.678, 0.024)
N (-0.368, 1.321, -0.335)
N (0.782, -0.866, -0.038)
O (1.076, -2.052, 0.055)
O (-2.560, 0.506, 0.353)
H (2.609, 0.469, 0.131)

Forces on the atoms, in the same order (eV/Å):
-2.01 0.70 0.15
0.64 -1.76 -0.07
0.83 1.07 -0.16
2.12 0.93 -0.12
0.07 -1.33 0.15
-1.17 0.68 0.15
-0.48 -0.29 -0.10

=====

Computed, not measured: a molecular structure, C2HN2O4 at a distorted geometry, with wB97M-V/def2-TZVPD.

Summary:
Multiplicity: 1
Kohn-Sham gap: 9.4 eV
E_tot: -13258.907 eV
Lowest unoccupied orbital energy: 4.04 eV
ΔE to the lowest compared entry with this formula, charge and spin: 58.04 kcal/mol
Total charge: -1

Element x y z (Å)
C (1.948, 0.099, 0.031)
C (-0.405, 0.863, 0.084)
N (0.805, 0.835, 0.166)
N (-2.175, -0.784, 0.128)
O (2.769, -0.033, -0.870)
O (-1.290, 1.653, 0.262)
O (-2.935, -1.656, -0.284)
O (-1.036, -0.713, -0.511)
H (2.318, -0.263, 0.993)

Forces on the atoms, in the same order (eV/Å):
0.69 0.27 0.56
-3.33 0.68 -0.33
4.60 -0.91 -0.73
-1.05 -1.31 -0.61
-1.46 0.48 -0.31
-0.05 -0.68 -0.21
1.23 0.92 0.40
-0.24 0.93 0.62
-0.38 -0.38 0.63

=====

Computed, not measured: 2 unconnected molecules or ions with the total composition C2HN2PS at a distorted geometry, with wB97M-V/def2-TZVPD.

Summary:
Multiplicity: 1
Kohn-Sham gap (alpha / beta): 7.1 / 7.2 eV
E_tot: -25190.618 eV
Lowest unoccupied orbital energy (alpha / beta): -3.24 / -2.63 eV
ΔE to the lowest compared entry with this formula, charge and spin: 64.41 kcal/mol

Element x y z (Å)
C (-1.251, 1.082, -0.041)
C (-0.786, -1.476, 0.211)
N (-1.210, 1.934, -0.859)
N (-0.329, -2.372, -0.371)
P (-1.433, -0.161, 1.217)
S (2.396, 1.103, 0.090)
H (2.614, -0.110, -0.248)

Forces on the atoms, in the same order (eV/Å):
-0.01 1.85 -1.94
0.41 -0.52 -0.37
-0.08 -2.13 2.15
-0.45 0.75 0.53
0.17 0.08 -0.38
-0.39 1.88 0.57
0.34 -1.91 -0.55

=====

Computed, not measured: a gas-phase ion, C2HN2S3 (charge -1) at a distorted geometry, with wB97M-V/def2-TZVPD.

Summary:
Multiplicity: 1
Kohn-Sham gap (alpha / beta): 6.6 / 6.6 eV
E_tot: -37576.369 eV
Lowest unoccupied orbital energy (alpha / beta): 3.41 / 3.41 eV
ΔE to the lowest compared entry with this formula, charge and spin: 24.83 kcal/mol
SMILES: S=c1cnn([S-])s1
Total charge: -1

Element x y z (Å)
S (1.843, -1.574, -1.465)
C (0.743, -0.599, -0.689)
C (0.348, -0.660, 0.647)
N (-0.542, 0.219, 1.059)
N (-0.942, 1.036, 0.165)
S (-2.036, 2.229, 0.369)
S (-0.150, 0.730, -1.429)
H (0.735, -1.381, 1.342)

Forces on the atoms, in the same order (eV/Å):
0.46 -0.33 -0.55
-0.33 0.46 -0.18
0.36 -0.23 -0.47
-0.58 0.52 0.44
1.70 -1.45 -1.41
-1.48 1.68 0.12
-0.20 -0.52 1.97
0.08 -0.12 0.07

=====

Computed, not measured: 2 unconnected molecules or ions with the total composition C2HN3O2 at a distorted geometry, with wB97M-V/def2-TZVPD.

Summary:
Multiplicity: 1
Kohn-Sham gap (alpha / beta): 8.2 / 8.2 eV
E_tot: -10650.716 eV
Lowest unoccupied orbital energy (alpha / beta): -2.30 / -2.26 eV
ΔE to the lowest compared entry with this formula, charge and spin: 121.86 kcal/mol
SMILES: N#CN=O.N=C=O

Element x y z (Å)
N (0.914, 1.373, 1.713)
C (-0.032, 0.905, 1.164)
N (-1.189, 0.585, 0.679)
O (-1.891, -0.350, 1.031)
N (0.426, -1.230, -0.822)
C (0.517, -0.148, -1.294)
O (0.321, 0.913, -1.609)
H (0.934, -2.047, -0.862)

Forces on the atoms, in the same order (eV/Å):
-2.77 -1.30 -2.00
5.19 1.35 4.18
-4.21 -0.64 -1.70
1.42 0.81 0.16
-0.75 -0.72 0.90
-0.07 -2.49 0.39
-0.02 4.60 -1.76
1.21 -1.62 -0.16

=====

Computed, not measured: a single C2HN3O3 molecule at a distorted geometry, with wB97M-V/def2-TZVPD.

Summary:
Multiplicity: 1
Kohn-Sham gap (alpha / beta): 8.4 / 8.6 eV
E_tot: -12698.142 eV
Lowest unoccupied orbital energy (alpha / beta): -2.84 / -2.73 eV
ΔE to the lowest compared entry with this formula, charge and spin: 137.89 kcal/mol

Element x y z (Å)
C (0.911, -0.118, 0.845)
C (-0.697, 0.185, -1.086)
N (-0.123, 0.244, 1.669)
N (-1.566, 0.650, -0.140)
N (0.571, -0.208, -0.526)
O (1.959, -0.476, 1.327)
O (-1.019, -0.014, -2.213)
O (-1.271, 0.517, 1.149)
H (1.235, -0.781, -1.025)

Forces on the atoms, in the same order (eV/Å):
0.36 -0.99 -1.63
2.76 -1.77 1.09
-0.50 0.17 1.71
-1.91 0.59 0.97
-0.35 0.44 0.88
-0.39 0.42 -0.58
-0.04 0.35 -0.59
0.17 0.63 -1.23
-0.09 0.17 -0.63

=====

Computed, not measured: a single C2HN3O3 molecule at a distorted geometry, with wB97M-V/def2-TZVPD.

Summary:
Multiplicity: 1
Kohn-Sham gap: 10.1 eV
E_tot: -12697.829 eV
Lowest unoccupied orbital energy: -0.71 eV
ΔE to the lowest compared entry with this formula, charge and spin: 145.10 kcal/mol
SMILES: O=COc1nnno1

Element x y z (Å)
O (2.300, 0.961, -0.323)
C (1.988, -0.159, 0.187)
O (0.626, -0.806, -0.164)
C (-0.408, -0.039, -0.290)
N (-0.833, 1.197, 0.018)
N (-2.223, 1.076, -0.031)
N (-2.551, -0.177, 0.008)
O (-1.363, -0.912, -0.271)
H (2.465, -1.141, 0.866)

Forces on the atoms, in the same order (eV/Å):
-1.46 -6.94 3.70
0.00 2.29 -2.63
6.12 1.78 0.66
-2.35 1.30 2.43
0.64 -1.03 -2.23
1.06 -3.27 1.79
0.57 2.24 -1.88
-3.76 0.16 0.10
-0.81 3.47 -1.94

=====

Computed, not measured: 2 unconnected molecules or ions with the total composition C2HN3OS at a distorted geometry, with wB97M-V/def2-TZVPD.

Summary:
Multiplicity: 1
Kohn-Sham gap (alpha / beta): 8.3 / 5.8 eV
E_tot: -19435.105 eV
Lowest unoccupied orbital energy (alpha / beta): -2.51 / -4.81 eV
ΔE to the lowest compared entry with this formula, charge and spin: 125.44 kcal/mol

Element x y z (Å)
C (-0.104, 4.347, 1.856)
C (-1.804, 0.827, -1.941)
N (-0.226, 3.642, 0.950)
N (-2.739, 0.473, -2.483)
N (-0.523, -0.026, 0.043)
O (0.931, 0.880, -1.845)
S (-0.255, 1.190, -1.055)
H (0.330, -0.656, 0.246)

Forces on the atoms, in the same order (eV/Å):
0.05 0.34 0.44
1.92 -0.07 1.00
-0.04 -0.27 -0.38
-1.30 -0.19 -0.79
0.34 -0.30 0.28
-0.49 0.62 -0.47
0.77 -1.64 0.71
-1.24 1.51 -0.80

=====

Computed, not measured: 2 unconnected molecules or ions with the total composition C2HN4 at a distorted geometry, with wB97M-V/def2-TZVPD.

Summary:
Multiplicity: 1
Kohn-Sham gap: 11.4 eV
E_tot: -8040.426 eV
Lowest unoccupied orbital energy: -7.23 eV
ΔE to the lowest compared entry with this formula, charge and spin: 7.87 kcal/mol
Total charge: +1

Element x y z (Å)
C (0.424, -1.202, 0.040)
C (-0.748, -0.497, 0.051)
N (1.471, -1.617, 0.122)
N (-1.816, -0.087, 0.047)
N (1.736, 1.776, 0.218)
N (1.664, 1.219, -0.714)
H (-2.732, 0.408, 0.236)

Forces on the atoms, in the same order (eV/Å):
-1.90 1.23 -0.05
-1.80 -0.24 -0.18
2.52 -1.38 0.16
-0.26 0.82 0.61
0.09 0.29 0.33
0.01 0.05 -0.40
1.34 -0.77 -0.47

=====

Computed, not measured: 2 unconnected molecules or ions with the total composition C2HN4O2 at a distorted geometry, with wB97M-V/def2-TZVPD.

Summary:
Multiplicity: 1
Kohn-Sham gap: 9.6 eV
E_tot: -12146.349 eV
Lowest unoccupied orbital energy: 4.08 eV
ΔE to the lowest compared entry with this formula, charge and spin: 0.00 kcal/mol
Total charge: -1

Element x y z (Å)
C (0.279, 0.051, -0.721)
C (3.484, 0.184, 1.710)
N (1.266, 0.649, -0.040)
N (1.815, -0.421, 0.567)
N (1.247, -1.545, 0.292)
N (0.206, -1.306, -0.440)
O (3.627, -0.632, 2.575)
O (3.656, 1.289, 1.312)
H (-0.582, 0.465, -1.230)

Forces on the atoms, in the same order (eV/Å):
-0.85 -1.58 1.36
-0.27 0.76 2.13
-1.07 -1.74 -0.74
2.19 1.53 0.48
0.04 -0.08 1.02
-0.51 1.53 -1.96
-0.07 0.20 -1.61
0.07 -1.14 -0.51
0.49 0.53 -0.15

=====

Computed, not measured: a single C2HN5O molecule at a distorted geometry, with wB97M-V/def2-TZVPD.

Summary:
Multiplicity: 1
Kohn-Sham gap: 8.6 eV
E_tot: -11583.165 eV
Lowest unoccupied orbital energy: -1.40 eV
ΔE to the lowest compared entry with this formula, charge and spin: 65.58 kcal/mol
SMILES: O=c1nncnnn1

Element x y z (Å)
O (-2.274, -0.190, 0.640)
C (-1.339, -0.127, -0.045)
N (-0.785, 1.071, -0.760)
N (0.428, 1.272, -0.542)
C (1.114, 0.500, 0.427)
N (1.259, -0.761, 0.412)
N (0.509, -1.529, -0.516)
N (-0.692, -1.261, -0.734)
H (1.779, 1.025, 1.118)

Forces on the atoms, in the same order (eV/Å):
-1.13 0.15 1.20
1.89 0.01 -2.25
0.58 -0.63 0.41
-0.88 0.51 0.63
0.68 0.37 -0.40
-1.24 -1.51 -0.19
-0.38 1.03 -0.05
0.80 -0.19 0.98
-0.33 0.26 -0.33

=====

Computed, not measured: a single C2HNO molecule at a distorted geometry, with wB97M-V/def2-TZVPD.

Summary:
Multiplicity: 1
Kohn-Sham gap: 10.8 eV
E_tot: -5626.192 eV
Lowest unoccupied orbital energy: -0.93 eV
ΔE to the lowest compared entry with this formula, charge and spin: 8.95 kcal/mol
SMILES: N#CC=O

Element x y z (Å)
N (1.852, -0.217, -0.034)
C (0.731, 0.149, 0.063)
C (-0.713, 0.440, 0.004)
O (-1.524, -0.442, -0.008)
H (-0.885, 1.520, -0.097)

Forces on the atoms, in the same order (eV/Å):
-3.76 1.48 0.45
3.97 -1.92 -0.43
0.28 -0.06 -0.22
0.11 0.55 0.11
-0.59 -0.05 0.09

=====

Computed, not measured: a single C2HNO2 molecule at a distorted geometry, with wB97M-V/def2-TZVPD.

Summary:
Multiplicity: 1
Kohn-Sham gap: 11.7 eV
E_tot: -7674.299 eV
Lowest unoccupied orbital energy: -0.10 eV
ΔE to the lowest compared entry with this formula, charge and spin: 18.73 kcal/mol
SMILES: N#CC(=O)O

Element x y z (Å)
N (1.506, 0.318, 1.487)
C (0.552, 0.203, 0.861)
C (-0.609, -0.035, -0.026)
O (-1.646, 0.309, 0.472)
O (-0.371, -0.331, -1.302)
H (0.568, -0.466, -1.493)

Forces on the atoms, in the same order (eV/Å):
0.03 0.18 0.23
0.70 -0.98 -0.79
-0.07 2.18 1.36
-0.18 -1.06 -1.24
-0.47 -0.32 0.19
-0.01 -0.01 0.24

=====

Computed, not measured: a molecular structure, C2HNO2S at a distorted geometry, with wB97M-V/def2-TZVPD.

Summary:
Multiplicity: 1
Kohn-Sham gap: 4.4 eV
E_tot: -18503.962 eV
Lowest unoccupied orbital energy: 6.27 eV
ΔE to the lowest compared entry with this formula, charge and spin: 143.88 kcal/mol
Total charge: -2

Element x y z (Å)
C (-1.085, 0.700, -1.103)
C (0.675, -1.054, 1.048)
N (0.713, -0.069, 0.242)
O (0.034, -1.926, 1.637)
O (1.881, -0.470, 1.440)
S (-0.562, 1.174, -2.587)
H (-1.656, 1.645, -0.677)

Forces on the atoms, in the same order (eV/Å):
-1.62 0.87 0.87
0.48 0.87 2.27
0.02 0.46 -1.04
-0.03 -0.53 -0.70
-0.08 -0.79 -0.07
0.38 0.32 -1.21
0.84 -1.20 -0.13

=====

Computed, not measured: a single C2HNO2S2 molecule at a distorted geometry, with wB97M-V/def2-TZVPD.

Summary:
Multiplicity: 1
Kohn-Sham gap: 9.7 eV
E_tot: -29343.509 eV
Lowest unoccupied orbital energy: 0.33 eV
ΔE to the lowest compared entry with this formula, charge and spin: 35.04 kcal/mol
SMILES: S=c1onc(S)o1

Element x y z (Å)
S (-2.321, -2.106, 0.163)
C (-1.099, -1.027, 0.251)
O (0.056, -1.188, 0.955)
N (1.006, -0.200, 0.575)
C (0.352, 0.503, -0.228)
S (0.969, 1.954, -0.988)
O (-0.951, 0.075, -0.521)
H (1.988, 1.988, -0.206)

Forces on the atoms, in the same order (eV/Å):
0.56 0.83 0.33
0.25 -1.40 -0.23
-0.54 -0.30 0.01
-0.55 -0.90 0.82
-0.95 1.21 -1.48
-1.74 -0.18 -1.13
1.62 0.73 0.65
1.35 0.00 1.03

=====

Computed, not measured: 2 unconnected molecules or ions with the total composition C2HNO3 at a distorted geometry, with wB97M-V/def2-TZVPD.

Summary:
Multiplicity: 1
Kohn-Sham gap: 11.5 eV
E_tot: -9718.660 eV
Lowest unoccupied orbital energy: 0.36 eV
ΔE to the lowest compared entry with this formula, charge and spin: 86.92 kcal/mol

Element x y z (Å)
C (-1.682, -0.213, -0.111)
C (1.761, -0.921, 0.465)
N (-1.199, 1.121, 0.070)
O (1.440, -1.296, -0.591)
O (2.131, -0.650, 1.485)
O (-2.152, 0.653, -0.945)
H (-0.299, 1.306, -0.374)

Forces on the atoms, in the same order (eV/Å):
0.20 0.69 -0.39
-1.12 -2.08 -4.45
0.28 0.41 1.29
-0.18 0.51 0.16
1.31 1.56 4.30
-0.50 -0.71 -0.57
0.02 -0.38 -0.35

=====

Computed, not measured: 2 unconnected molecules or ions with the total composition C2HNO4 at a distorted geometry, with wB97M-V/def2-TZVPD.

Summary:
Multiplicity: 1
Kohn-Sham gap (alpha / beta): 9.4 / 9.4 eV
E_tot: -11761.714 eV
Lowest unoccupied orbital energy (alpha / beta): -2.01 / -2.02 eV
ΔE to the lowest compared entry with this formula, charge and spin: 174.43 kcal/mol

Element x y z (Å)
C (0.449, -1.306, -0.147)
C (-0.287, -0.109, 0.101)
N (0.141, 1.293, -0.140)
O (1.300, 1.586, 0.149)
O (0.850, -2.140, -0.897)
O (-0.675, 2.071, -0.619)
O (0.358, -0.931, 1.083)
H (-2.136, -0.463, 0.470)

Forces on the atoms, in the same order (eV/Å):
0.40 -1.50 -3.65
-4.88 -0.38 0.92
0.47 1.80 0.10
-1.26 -0.97 -0.18
-0.16 0.69 1.30
0.63 -1.44 0.49
0.93 0.59 2.13
3.86 1.21 -1.11